No. 1
{"formula": "C4H5NO2", "method": "ωB97M-V with the def2-TZVPD basis set", "homo_energy_ev": -9.59, "gap_ha": 0.386, "spin_multiplicity": 1, "relative_energy_kcal_mol": 43.3, "elements": ["N", "C", "C", "C", "O", "C", "O", "H", "H", "H", "H", "H"], "coordinates": [[0.523682, 0.149829, 1.610039], [0.132215, -0.107230, 0.277954], [0.817879, 0.438625, -0.985137], [-0.591549, 0.775599, -0.720078], [-1.426647, -0.318072, -1.158806], [-0.879234, -1.128530, -0.177653], [-1.254793, -2.201034, 0.176476], [1.364934, -0.328841, 1.910806], [-0.235917, -0.026194, 2.260531], [1.537801, 1.235325, -0.814098], [1.044095, -0.251401, -1.795182], [-1.045054, 1.749860, -0.589065]], "forces_ev_per_angstrom": [[0.1, 0.2, -0.1], [-0.1, 0.2, 0.0], [0.1, -0.1, 0.1], [0.0, 0.3, 0.1], [-0.1, -0.2, 0.0], [-0.1, -0.6, 0.2], [0.1, 0.4, -0.2], [-0.2, 0.0, -0.2], [0.2, 0.0, -0.1], [-0.1, -0.2, 0.1], [0.0, 0.2, 0.1], [0.1, -0.2, 0.0]], "lowdin_charge": [0.1056, -0.3409, 0.0175, -0.1775, 0.0674, -0.4114, 0.1564, 0.0889, 0.0944, 0.1196, 0.1212, 0.1587]}

---

No. 2
{"formula": "C4H5NO2", "method": "ωB97M-V with the def2-TZVPD basis set", "homo_energy_ev": -7.41, "gap_ha": 0.286, "spin_multiplicity": 1, "relative_energy_kcal_mol": 115.5, "elements": ["C", "C", "C", "C", "H", "H", "H", "H", "H", "N", "O", "O"], "coordinates": [[0.455566, -0.675110, -0.052427], [-0.655752, -0.868542, 0.582674], [-1.385550, 0.286904, 0.195760], [-0.554790, 1.152869, -0.517299], [2.520318, -0.756788, 0.425591], [1.799955, -2.601831, -0.272434], [-0.842523, -1.693485, 1.140236], [-2.265344, 0.557199, 0.911052], [-1.050489, 3.107868, -0.596267], [1.696653, -1.256951, -0.066144], [-0.384790, 2.325704, -1.095756], [0.666747, 0.422163, -0.654988]], "forces_ev_per_angstrom": [[5.4, -3.2, 0.8], [-1.1, 1.6, -1.5], [-2.6, 3.1, 2.0], [1.3, -3.2, 1.3], [-2.1, -1.6, -1.1], [-0.4, 6.0, 1.3], [-1.0, -1.9, 1.6], [1.2, -0.1, -2.2], [2.9, -3.6, -2.2], [3.5, -6.8, 0.1], [-3.8, 4.5, 1.9], [-3.2, 5.2, -2.1]], "lowdin_charge": [-0.5989, -0.0463, -0.0358, -0.3495, 0.1139, 0.2493, 0.0838, 0.1366, 0.2514, 0.0309, 0.0463, 0.1183]}

---

No. 3
{"formula": "C4H5NO2", "method": "ωB97M-V with the def2-TZVPD basis set", "homo_energy_ev": -9.78, "gap_ha": 0.389, "spin_multiplicity": 1, "relative_energy_kcal_mol": 33.8, "elements": ["O", "C", "N", "C", "C", "O", "C", "H", "H", "H", "H", "H"], "coordinates": [[0.947875, 2.308071, 0.583243], [0.539091, 1.183880, 0.389710], [1.249519, 0.129339, -0.115035], [0.452011, -1.070536, -0.322210], [-0.980555, -0.543868, -0.255885], [-1.349715, -0.438571, 1.110269], [-0.923834, 0.745593, 0.437954], [2.156177, 0.274042, -0.531898], [0.574942, -1.746038, 0.534496], [0.721112, -1.598548, -1.238882], [-1.724042, -0.782707, -1.013104], [-1.662583, 1.539347, 0.421337]], "forces_ev_per_angstrom": [[-0.1, -0.3, 0.0], [0.1, 0.1, -0.1], [0.1, 0.2, 0.1], [0.0, 0.0, -0.1], [0.0, -0.1, -0.1], [0.1, 0.1, 0.3], [0.0, 0.3, -0.2], [0.0, -0.1, 0.3], [0.0, -0.1, -0.3], [-0.1, 0.2, 0.0], [0.0, -0.2, 0.4], [0.1, -0.1, -0.3]], "lowdin_charge": [0.0748, -0.4266, 0.0800, -0.1056, -0.2134, 0.0206, -0.1325, 0.1490, 0.1277, 0.1224, 0.1489, 0.1548]}

---

No. 4
{"formula": "C4H5NO2", "method": "ωB97M-V with the def2-TZVPD basis set", "homo_energy_ev": -9.31, "gap_ha": 0.365, "spin_multiplicity": 1, "relative_energy_kcal_mol": 151.6, "elements": ["C", "O", "C", "N", "O", "H", "H", "H", "C", "C", "H", "H"], "coordinates": [[-0.427813, 1.972228, -0.024123], [0.252642, 1.405541, 1.121201], [-0.040338, 0.152483, 1.309775], [-0.507682, -0.900343, 1.409335], [-0.873357, -2.072923, 1.475632], [-0.155621, 1.407184, -0.918827], [-1.507339, 1.934871, 0.144084], [-0.084878, 3.004071, -0.089924], [0.937049, -1.894254, -0.892218], [1.601602, -1.209707, -1.626768], [0.334298, -2.458355, -0.200516], [2.217597, -0.649989, -2.294755]], "forces_ev_per_angstrom": [[-0.1, 0.1, -0.2], [0.1, -0.2, 0.2], [-0.4, -0.8, 0.1], [0.4, 1.0, 0.0], [0.0, 0.0, 0.1], [0.0, 0.1, 0.1], [0.1, 0.0, 0.0], [0.0, -0.2, 0.0], [0.3, 0.3, -0.4], [-0.2, -0.4, 0.3], [0.1, 0.1, -0.2], [-0.1, -0.1, 0.1]], "lowdin_charge": [-0.0180, -0.0221, -0.1168, -0.0918, -0.0605, 0.0904, 0.1018, 0.0968, -0.0044, -0.0016, 0.0124, 0.0139]}

---

No. 5
{"formula": "C4H5NO2", "method": "ωB97M-V with the def2-TZVPD basis set", "homo_energy_ev": -7.72, "gap_ha": 0.313, "spin_multiplicity": 1, "relative_energy_kcal_mol": 28.8, "elements": ["N", "C", "C", "C", "O", "C", "O", "H", "H", "H", "H", "H"], "coordinates": [[-2.233726, -0.354277, -0.403199], [-0.903495, 0.018337, -0.212102], [0.254624, -0.695844, -0.299110], [1.295587, 0.209227, 0.074221], [2.597272, -0.140642, 0.254144], [0.738975, 1.419890, 0.288168], [-0.634865, 1.312964, 0.078510], [-2.903978, 0.061861, 0.231887], [-2.377798, -1.357078, -0.441780], [0.429140, -1.692276, -0.675759], [2.609456, -1.100224, 0.362931], [1.128803, 2.318058, 0.742094]], "forces_ev_per_angstrom": [[0.1, 0.2, -0.1], [0.2, -0.1, -0.1], [0.0, -0.1, -0.1], [-0.3, 0.2, 0.0], [0.0, -0.1, -0.1], [0.1, -0.2, 0.2], [-0.3, -0.4, 0.3], [0.3, 0.2, -0.1], [0.3, 0.3, 0.0], [-0.3, -0.1, 0.2], [0.2, 0.2, 0.0], [-0.3, 0.0, -0.3]], "lowdin_charge": [0.1242, -0.3769, 0.0194, -0.3508, 0.0551, -0.0448, 0.0382, 0.0964, 0.0967, 0.1128, 0.1065, 0.1232]}

---

No. 6
{"formula": "C4H5NO2", "method": "ωB97M-V with the def2-TZVPD basis set", "homo_energy_ev": -10.09, "gap_ha": 0.389, "spin_multiplicity": 1, "relative_energy_kcal_mol": 43.8, "elements": ["O", "C", "C", "C", "N", "C", "O", "H", "H", "H", "H", "H"], "coordinates": [[2.730918, -0.341019, -0.118217], [1.538953, -0.481504, -0.018302], [0.560595, 0.539670, -0.512634], [-0.717330, 0.011024, -1.112016], [-0.707426, 0.674666, 0.155464], [-1.047353, 0.139529, 1.389328], [-0.321808, 0.124790, 2.353003], [1.085313, -1.398887, 0.415834], [1.001695, 1.454993, -0.900533], [-0.851013, -1.071707, -1.126688], [-1.174915, 0.553287, -1.934340], [-2.097629, -0.204842, 1.409103]], "forces_ev_per_angstrom": [[-0.5, -0.1, 0.1], [0.3, 0.1, -0.1], [0.2, 0.1, 0.0], [-0.2, -0.1, -0.2], [0.0, 0.0, 0.2], [0.2, 0.0, 0.2], [-0.3, 0.0, -0.4], [0.1, 0.1, 0.0], [-0.1, -0.2, 0.1], [0.0, 0.2, 0.0], [0.1, -0.1, 0.1], [0.1, 0.0, 0.0]], "lowdin_charge": [0.0755, -0.2204, -0.1860, -0.0603, -0.0186, -0.3130, 0.0614, 0.1359, 0.1519, 0.1209, 0.1133, 0.1395]}

---

No. 7
{"formula": "C4H5NO2", "method": "ωB97M-V with the def2-TZVPD basis set", "homo_energy_ev": -8.89, "gap_ha": 0.281, "spin_multiplicity": 1, "relative_energy_kcal_mol": 75.4, "elements": ["N", "C", "C", "O", "C", "C", "O", "H", "H", "H", "H", "H"], "coordinates": [[1.595867, 0.897392, -0.050171], [0.512387, 0.098728, -0.072652], [0.773990, -1.278751, -0.137299], [2.021110, -1.491304, 0.324043], [-0.751392, 0.659957, 0.246011], [-2.123292, -0.021132, 0.110713], [-2.257403, -1.219321, -0.073982], [2.482163, 0.345309, -0.507079], [1.423780, 1.816788, -0.029212], [0.064831, -2.053631, -0.317831], [-0.749480, 1.705599, 0.090995], [-2.992565, 0.540361, 0.416466]], "forces_ev_per_angstrom": [[3.3, -6.1, -2.1], [-3.8, 3.5, 1.0], [7.6, -2.1, 3.6], [-5.9, -0.7, -2.9], [-0.1, -2.2, -2.3], [2.8, -1.2, 1.3], [0.1, 0.5, -0.3], [-2.7, 2.6, 1.9], [-0.1, 4.1, -0.2], [-0.4, -0.5, -0.3], [-0.3, 1.2, 0.6], [-0.5, 0.9, -0.3]], "lowdin_charge": [0.1228, -0.3474, -0.0476, -0.0352, 0.0184, -0.2452, -0.0017, 0.2010, 0.0493, 0.1158, 0.0710, 0.0989]}

---

No. 8
{"formula": "C4H5NO2", "method": "ωB97M-V with the def2-TZVPD basis set", "homo_energy_ev": -8.48, "gap_ha": 0.339, "spin_multiplicity": 1, "relative_energy_kcal_mol": 33.4, "elements": ["C", "C", "C", "O", "C", "O", "N", "H", "H", "H", "H", "H"], "coordinates": [[1.689229, -0.110986, 0.472397], [0.244217, -0.043688, 0.111328], [-0.806069, -0.306094, 0.905163], [-1.956634, -0.537414, 0.143652], [-1.718009, 0.301971, -0.881243], [-2.537656, 1.060197, -1.300581], [-0.283445, 0.241884, -1.151488], [1.989046, -1.163732, 0.528333], [2.355446, 0.399306, -0.227297], [1.830650, 0.313958, 1.468811], [-1.006056, -0.178361, 1.949737], [0.199279, 0.022958, -2.018812]], "forces_ev_per_angstrom": [[0.1, 0.1, 0.0], [-0.3, -0.2, 0.6], [0.8, -0.8, 0.5], [-0.2, 1.3, 0.4], [0.0, 0.4, -1.4], [0.6, -0.6, -0.8], [-0.5, 0.0, 0.2], [0.0, 0.2, -0.1], [-0.2, 0.1, 0.1], [0.1, 0.0, -0.1], [0.4, -0.6, 0.3], [-0.7, 0.2, 0.2]], "lowdin_charge": [-0.0241, -0.3150, -0.0601, 0.0678, -0.5066, 0.1602, 0.1475, 0.0855, 0.0793, 0.0861, 0.1258, 0.1534]}